DFT (wB97M-V/def2-TZVPD) results for 3 unconnected molecules or ions with the total composition C27H45B2F9N5O9S.

Bonds (Å) are listed after each position.
CARTESIAN COORDINATES (ANGSTROEM)
1 C -3.461 3.299 -0.667  O2 1.438, H44 1.088, H45 1.081, H46 1.083
2 O -2.829 2.034 -0.934  C1 1.438, B3 1.358
3 B -2.256 1.517 0.183  O2 1.358, O4 1.397, C5 1.589
4 O -3.073 1.130 1.248  B3 1.397, H47 0.963
5 C -0.686 1.354 0.370  B3 1.589, C6 1.550, N36 1.442, H48 1.095
6 C -0.297 -0.030 0.952  C5 1.550, C7 1.527, N11 1.526, H49 1.086
7 C -1.228 -1.205 0.663  C6 1.527, C8 1.500, H50 1.089, H51 1.081
8 C -1.490 -1.527 -0.779  C7 1.500, C9 1.528, O10 1.422, H52 1.095
9 C -2.285 -2.827 -0.896  C8 1.528, H53 1.086, H54 1.082, H55 1.085
10 O -0.249 -1.628 -1.466  C8 1.422, H56 0.960
11 N 1.138 -0.465 0.667  C6 1.526, C12 1.490, C15 1.528, H57 1.022
12 C 1.838 -0.845 1.925  N11 1.490, O13 1.397, H58 1.083, H59 1.086
13 O 1.119 -1.847 2.581  C12 1.397, O14 1.430
14 O 1.971 -2.975 2.795  O13 1.430, H60 0.966
15 C 2.071 0.403 -0.176  N11 1.528, C16 1.523, C17 1.560, H61 1.081
16 C 2.551 -0.474 -1.326  C15 1.523, H62 1.094, H63 1.081, H64 1.075
17 C 1.547 1.845 -0.462  C15 1.560, C18 1.569, B33 1.625, N36 1.463
18 C 1.797 2.702 0.829  C17 1.569, C19 1.520, H65 1.086, H66 1.087
19 C 3.081 3.506 0.962  C18 1.520, C20 1.509, H67 1.087, H68 1.083
20 C 4.406 2.792 1.072  C19 1.509, F21 1.367, F22 1.365, C23 1.560
21 F 4.610 1.911 0.047  C20 1.367
22 F 5.374 3.748 0.959  C20 1.365
23 C 4.740 2.013 2.382  C20 1.560, F24 1.358, F25 1.369, C26 1.546
24 F 6.089 1.911 2.492  C23 1.358
25 F 4.247 0.740 2.269  C23 1.369
26 C 4.203 2.560 3.725  C23 1.546, F27 1.366, F28 1.359, C29 1.576
27 F 2.839 2.610 3.697  C26 1.366
28 F 4.553 1.640 4.663  C26 1.359
29 C 4.736 3.968 4.190  C26 1.576, F30 1.356, F31 1.349, F32 1.337
30 F 3.791 4.904 3.927  C29 1.356
31 F 4.953 3.925 5.521  C29 1.349
32 F 5.867 4.301 3.560  C29 1.337
33 B 2.246 2.668 -1.676  C17 1.625, N34 1.456, O35 1.359
34 N 3.228 2.274 -2.677  B33 1.456, H69 1.012, H70 1.013
35 O 1.765 3.933 -1.796  B33 1.359, H71 0.962
36 N 0.112 1.809 -0.741  C5 1.442, C17 1.463, C37 1.444
37 C -0.229 1.322 -2.057  N36 1.444, C38 1.555, H72 1.085, H73 1.080
38 C -0.771 2.363 -3.077  C37 1.555, C39 1.529, H74 1.078, H75 1.084
39 C -0.117 2.189 -4.448  C38 1.529, S40 1.788, H76 1.083, H77 1.082
40 S -0.571 0.564 -5.040  C39 1.788, O41 1.425, O42 1.433, O43 1.583
41 O -1.887 0.238 -4.601  S40 1.425
42 O 0.473 -0.345 -4.668  S40 1.433
43 O -0.618 0.707 -6.615  S40 1.583, H78 0.965
44 H -2.801 3.966 -0.116  C1 1.088
45 H -3.673 3.772 -1.615  C1 1.081
46 H -4.399 3.163 -0.144  C1 1.083
47 H -2.846 1.679 2.005  O4 0.963
48 H -0.554 2.063 1.194  C5 1.095
49 H -0.344 0.071 2.033  C6 1.086
50 H -0.808 -2.097 1.126  C7 1.089
51 H -2.178 -1.071 1.162  C7 1.081
52 H -2.103 -0.762 -1.265  C8 1.095
53 H -1.684 -3.595 -0.420  C9 1.086
54 H -3.260 -2.754 -0.432  C9 1.082
55 H -2.388 -3.080 -1.946  C9 1.085
56 H -0.419 -1.874 -2.378  O10 0.960
57 H 1.043 -1.351 0.166  N11 1.022
58 H 2.827 -1.217 1.690  C12 1.083
59 H 1.944 0.020 2.573  C12 1.086
60 H 1.603 -3.649 2.210  O14 0.966
61 H 2.962 0.530 0.424  C15 1.081
62 H 2.886 -1.419 -0.889  C16 1.094
63 H 1.784 -0.733 -2.042  C16 1.081
64 H 3.436 -0.075 -1.789  C16 1.075
65 H 0.972 3.404 0.896  C18 1.086
66 H 1.676 2.061 1.698  C18 1.087
67 H 2.988 4.074 1.884  C19 1.087
68 H 3.219 4.290 0.228  C19 1.083
69 H 4.121 1.971 -2.311  N34 1.012
70 H 2.890 1.503 -3.240  N34 1.013
71 H 0.950 4.029 -1.293  O35 0.962
72 H 0.585 0.799 -2.547  C37 1.085
73 H -1.000 0.565 -2.032  C37 1.080
74 H -1.839 2.255 -3.175  C38 1.078
75 H -0.525 3.360 -2.730  C38 1.084
76 H -0.447 2.971 -5.121  C39 1.083
77 H 0.961 2.206 -4.348  C39 1.082
78 H -0.073 1.448 -6.904  O43 0.965
79 N -4.920 -0.628 2.752  C80 1.370, C83 1.369, H84 1.002
80 C -5.240 -1.393 3.843  N79 1.370, C81 1.368, H85 1.077
81 C -6.426 -2.022 3.581  C80 1.368, C82 1.421, H86 1.077
82 C -6.839 -1.622 2.281  C81 1.421, C83 1.369, H87 1.077
83 C -5.890 -0.764 1.795  N79 1.369, C82 1.369, H88 1.077
84 H -4.102 -0.055 2.664  N79 1.002
85 H -4.599 -1.424 4.707  C80 1.077
86 H -6.943 -2.693 4.245  C81 1.077
87 H -7.732 -1.930 1.763  C82 1.077
88 H -5.821 -0.239 0.858  C83 1.077
89 N -0.681 -6.274 -1.342  C90 1.370, C93 1.371, H94 1.002
90 C -1.892 -6.873 -1.563  N89 1.370, C91 1.368, H95 1.076
91 C -1.938 -8.014 -0.811  C90 1.368, C92 1.421, H96 1.076
92 C -0.708 -8.108 -0.105  C91 1.421, C93 1.368, H97 1.077
93 C 0.047 -7.022 -0.454  N89 1.371, C92 1.368, H98 1.077
94 H -0.369 -5.423 -1.769  N89 1.002
95 H -2.613 -6.438 -2.235  C90 1.076
96 H -2.761 -8.707 -0.770  C91 1.076
97 H -0.412 -8.887 0.577  C92 1.077
98 H 1.035 -6.720 -0.151  C93 1.077

## Properties
Net charge = +1
Gap between HOMO and LUMO = 7.4019 eV